Model w:
Entry from the OMol25 dataset: 2 unconnected molecules or ions with the total composition C4H11N4 (wB97M-V/def2-TZVPD).

Geometry (Å):
C  -1.732  2.026  0.108
C  -2.147  0.652  0.443
C  -0.676  0.939  0.183
C  -0.054  0.322  -0.927
N  2.331  -1.746  1.096
N  1.616  -1.775  2.083
N  1.028  -0.344  -0.901
N  1.726  -0.784  -1.983
H  -1.780  2.399  -0.918
H  -1.641  2.721  0.862
H  -2.493  0.493  1.414
H  -2.832  0.177  -0.288
H  0.049  0.970  0.990
H  -0.387  0.371  -1.945
H  3.286  -2.186  1.017
H  1.314  -0.840  -0.032
H  2.513  -1.252  -1.609
H  1.582  -0.448  -2.912
H  1.975  -2.304  2.919

Highest occupied orbital energy, eV: -13.30
Net charge: +1
2S+1: 1
Kohn-Sham gap, eV: 9.712
LUMO energy, eV: -3.59

Löwdin population analysis, charges in e, atoms 1 to 2: number 1, C, carries -0.0643; number 2, C, carries -0.0652

Model x:
Entry from the OMol25 dataset: a molecular structure, C4H11N4 (wB97M-V/def2-TZVPD).

Geometry (Å):
C  -0.193  -1.286  0.748
C  -0.261  0.266  -0.462
C  -0.342  1.298  -1.512
C  -2.610  -0.161  0.628
N  -1.240  -0.395  0.235
N  0.701  -0.559  -0.005
N  2.818  0.454  0.569
N  2.050  -0.420  -0.292
H  -0.063  -1.219  1.827
H  -0.405  -2.224  0.496
H  0.278  2.189  -1.280
H  -1.279  1.536  -1.812
H  0.241  0.983  -2.318
H  -2.779  0.902  0.456
H  -3.263  -0.863  0.066
H  -2.682  -0.483  1.664
H  3.095  1.316  0.198
H  3.451  -0.013  1.296
H  2.483  -1.319  -0.501

Highest occupied orbital energy, eV: -13.49
Net charge: +1
2S+1: 1
Kohn-Sham gap, eV: 10.287
LUMO energy, eV: -3.20

Löwdin population analysis, charges in e, atoms 1 to 2: number 1, C, carries -0.0468; number 2, C, carries -0.1334

Verdict on stability: model x comes out on top.

Model w:
Entry from the OMol25 dataset: a gas-phase ion, C4H8N3 (charge +1) (wB97M-V/def2-TZVPD).

Geometry (Å):
C  0.575  -0.214  0.767
C  -0.535  1.622  0.437
C  -0.901  0.772  -0.800
C  1.216  -1.303  1.404
N  0.299  0.920  1.234
N  1.202  -2.333  0.665
N  0.035  -0.416  -0.651
H  -0.158  2.526  0.199
H  -1.481  1.822  0.846
H  -1.916  0.370  -0.724
H  -0.581  1.111  -1.818
H  1.683  -1.209  2.480
H  1.746  -3.049  1.002
H  -0.535  -1.237  -0.871
H  0.763  -0.467  -1.389

SMILES: [H]/N=C/C1=NCC[NH2+]1
Highest occupied orbital energy, eV: -15.23
Net charge: +1
2S+1: 1
Kohn-Sham gap, eV: 10.616
LUMO energy, eV: -4.62

Löwdin population analysis, charges in e, atoms 1 to 2: number 1, C, carries -0.2422; number 2, C, carries -0.1862

Model x:
Entry from the OMol25 dataset: a gas-phase ion, C4H8N3 (charge +1) (wB97M-V/def2-TZVPD).

Geometry (Å):
C  -0.190  -0.238  -0.479
C  0.607  0.969  0.307
C  -0.929  -0.037  -2.829
C  0.809  0.077  1.683
N  -0.300  -0.204  -1.773
N  -0.272  -1.321  0.296
N  0.248  -1.414  1.566
H  -0.057  1.859  0.381
H  1.559  1.098  -0.012
H  -0.375  -0.031  -3.712
H  -2.006  0.259  -2.908
H  0.236  0.454  2.530
H  1.760  0.028  1.995
H  -0.705  -2.137  -0.113
H  -0.496  -1.809  2.232

SMILES: C=NC1=[NH+]NCC1
Highest occupied orbital energy, eV: -13.20
Net charge: +1
2S+1: 1
Kohn-Sham gap, eV: 9.190
LUMO energy, eV: -4.01

Löwdin population analysis, charges in e, atoms 1 to 2: number 1, C, carries -0.1946; number 2, C, carries 0.0562

Model y:
Entry from the OMol25 dataset: a gas-phase ion, C4H8N3 (charge +1) (wB97M-V/def2-TZVPD).

Geometry (Å):
C  0.769  0.380  1.133
C  1.002  1.797  1.230
C  -0.492  0.632  -0.656
C  -0.135  -1.837  -0.799
N  -0.100  -0.656  1.320
N  0.740  1.104  -0.033
N  -0.725  -0.749  0.001
H  0.214  2.428  1.807
H  1.970  2.184  1.239
H  -1.299  1.359  -0.541
H  -0.386  0.448  -1.815
H  0.673  -1.218  -1.387
H  0.196  -2.632  -0.178
H  -0.722  -2.305  -1.493
H  -1.705  -0.935  0.173

SMILES: C[N@@H+]1CN2CC2=N1
Highest occupied orbital energy, eV: -14.89
Net charge: +1
2S+1: 1
Kohn-Sham gap, eV: 10.521
LUMO energy, eV: -4.37

Löwdin population analysis, charges in e, atoms 1 to 2: number 1, C, carries -0.1780; number 2, C, carries 0.0510

Verdict on stability: model w comes out on top.

Model w:
Entry from the OMol25 dataset: a molecular structure, C4H8N3 (wB97M-V/def2-TZVPD).

Geometry (Å):
C  -0.403  0.791  -1.024
C  -0.195  -0.514  0.863
C  -2.466  -0.034  -0.114
C  2.586  -0.311  0.384
N  0.878  0.725  -1.020
N  -1.015  0.093  0.048
N  1.327  0.038  -0.048
H  -0.905  1.446  -1.761
H  -0.097  -1.073  1.799
H  -2.708  0.110  -1.221
H  -2.852  -0.982  0.325
H  -3.057  0.707  0.358
H  2.570  -1.308  0.877
H  3.323  -0.127  -0.568
H  3.013  0.440  1.101

Highest occupied orbital energy (alpha / beta), eV: -13.84 / -13.84
Net charge: +1
2S+1: 1
Kohn-Sham gap (alpha / beta), eV: 9.101 / 9.100
LUMO energy (alpha / beta), eV: -4.74 / -4.74

Löwdin population analysis, charges in e, atoms 1 to 2: number 1, C, carries -0.0967; number 2, C, carries 0.2457

Model x:
Entry from the OMol25 dataset: a gas-phase ion, C4H8N3 (charge +1) (wB97M-V/def2-TZVPD).

Geometry (Å):
C  2.534  0.140  0.211
C  -0.620  -0.529  -0.172
C  -1.212  0.332  -1.242
C  -1.416  -0.846  1.058
N  1.765  -1.034  -0.176
N  0.575  -0.828  -0.240
N  1.855  1.127  -0.133
H  3.391  -0.060  0.805
H  -0.423  0.644  -2.001
H  -1.247  1.328  -0.882
H  -2.182  -0.109  -1.505
H  -2.488  -0.644  0.852
H  -1.262  0.067  1.718
H  -1.368  -1.702  1.601
H  2.097  2.113  0.106

SMILES: [H]/N=C/N=[N+]=C(C)C
Highest occupied orbital energy, eV: -15.32
Net charge: +1
2S+1: 1
Kohn-Sham gap, eV: 9.555
LUMO energy, eV: -5.77

Löwdin population analysis, charges in e, atoms 1 to 2: number 1, C, carries -0.1376; number 2, C, carries -0.2742

Verdict on stability: model w comes out on top.

Model w:
Entry from the OMol25 dataset: a gas-phase ion, C4H8N3 (charge +1) (wB97M-V/def2-TZVPD).

Geometry (Å):
C  0.094  -0.408  0.293
C  -1.088  0.519  -0.125
C  0.023  -1.157  2.636
C  -0.209  0.644  -1.701
N  -0.022  -1.088  1.394
N  1.136  -0.650  -0.528
N  1.270  -0.173  -1.892
H  -1.120  1.466  0.386
H  -2.027  0.017  -0.278
H  -0.368  -2.042  3.127
H  0.451  -0.376  3.261
H  -0.024  1.691  -1.908
H  -0.846  0.201  -2.453
H  1.846  -1.308  -0.217
H  2.015  0.522  -1.936

SMILES: C=NC1=[NH+]NCC1
Highest occupied orbital energy, eV: -13.94
Net charge: +1
2S+1: 1
Kohn-Sham gap, eV: 9.832
LUMO energy, eV: -4.11

Löwdin population analysis, charges in e, atoms 1 to 2: number 1, C, carries -0.2728; number 2, C, carries 0.0733

Model x:
Entry from the OMol25 dataset: a gas-phase ion, C4H8N3 (charge +1) (wB97M-V/def2-TZVPD).

Geometry (Å):
C  0.140  -0.302  -0.219
C  -0.978  1.612  0.597
C  -1.992  -0.532  -0.312
C  2.531  -0.184  0.115
N  -1.149  0.474  0.140
N  1.164  0.227  0.207
N  -0.703  -1.253  -0.701
H  0.003  1.769  1.083
H  -1.792  2.238  0.849
H  -2.673  -1.020  0.344
H  -2.591  -0.276  -1.138
H  2.570  -1.131  -0.451
H  2.957  0.576  -0.437
H  2.996  -0.076  1.132
H  -0.483  -2.123  -1.209

SMILES: C=[N+]1CN/C1=N\C
Highest occupied orbital energy, eV: -13.95
Net charge: +1
2S+1: 1
Kohn-Sham gap, eV: 9.138
LUMO energy, eV: -4.81

Löwdin population analysis, charges in e, atoms 1 to 2: number 1, C, carries -0.3009; number 2, C, carries 0.2066

Verdict on stability: model x comes out on top.

Model w:
Entry from the OMol25 dataset: C3H3NO2 in the gas phase (wB97M-V/def2-TZVPD).

Geometry (Å):
O  2.188  -0.664  0.845
C  1.124  -0.418  0.358
N  0.652  0.804  -0.150
C  -0.753  0.672  -0.235
C  -1.053  -0.598  0.023
O  0.088  -1.325  0.287
H  1.137  1.112  -0.988
H  -1.395  1.540  -0.261
H  -1.988  -1.123  0.122

SMILES: O=c1[nH]cco1
Highest occupied orbital energy, eV: -9.24
2S+1: 1
Kohn-Sham gap, eV: 10.019
LUMO energy, eV: 0.78

Löwdin population analysis, charges in e, atoms 1 to 2: number 1, O, carries 0.1364; number 2, C, carries -0.5151

Model x:
Entry from the OMol25 dataset: a molecular structure, C3H3NO2 (wB97M-V/def2-TZVPD).

Geometry (Å):
C  -0.717  -0.054  -0.078
C  0.234  0.908  -0.078
C  1.375  -0.741  -0.043
H  -2.560  0.561  0.352
H  -0.089  1.969  -0.238
H  2.059  -1.663  0.289
N  1.570  0.489  -0.021
O  -1.935  -0.307  -0.043
O  0.064  -1.163  -0.139

Highest occupied orbital energy, eV: -8.59
2S+1: 1
Kohn-Sham gap, eV: 8.569
LUMO energy, eV: -0.02

Löwdin population analysis, charges in e, atoms 1 to 2: number 1, C, carries -0.4998; number 2, C, carries -0.1256

Model y:
Entry from the OMol25 dataset: C3H3NO2 in the gas phase (wB97M-V/def2-TZVPD).

Geometry (Å):
C  0.959  -1.113  0.122
C  0.691  0.123  0.364
C  -1.574  0.508  -0.112
N  -2.022  -0.706  -0.632
O  -0.249  1.002  -0.112
O  -2.140  -0.339  0.762
H  1.516  -1.875  0.426
H  1.357  0.734  1.057
H  -2.076  1.345  -0.402

Highest occupied orbital energy (alpha / beta), eV: -9.37 / -10.01
2S+1: 1
Kohn-Sham gap (alpha / beta), eV: 8.687 / 9.461
LUMO energy (alpha / beta), eV: -0.68 / -0.55

Löwdin population analysis, charges in e, atoms 1 to 2: number 1, C, carries 0.1988; number 2, C, carries -0.2731

Verdict on stability: model w comes out on top.

Model w:
Entry from the OMol25 dataset: 2 unconnected molecules or ions with the total composition C3H3NO2 (wB97M-V/def2-TZVPD).

Geometry (Å):
C  2.843  0.226  -0.107
C  -2.439  0.129  -0.278
C  -1.431  -0.602  -0.025
N  2.054  0.978  0.328
O  3.685  -0.470  -0.498
O  -3.358  0.793  -0.374
H  -1.235  -1.408  -0.860
H  -1.274  -0.712  1.046
H  1.156  1.065  0.767

SMILES: C=C=O.N=C=O
Highest occupied orbital energy, eV: -9.82
2S+1: 1
Kohn-Sham gap, eV: 10.312
LUMO energy, eV: 0.49

Löwdin population analysis, charges in e, atoms 1 to 2: number 1, C, carries -0.4453; number 2, C, carries -0.3475

Model x:
Entry from the OMol25 dataset: 2 unconnected molecules or ions with the total composition C3H3NO2 (wB97M-V/def2-TZVPD).

Geometry (Å):
C  -0.819  -0.749  -0.838
C  -1.423  0.354  -0.444
C  0.910  0.346  1.100
N  1.982  0.560  0.535
O  0.160  0.395  2.038
O  -2.119  1.244  -0.158
H  0.171  -0.857  -1.221
H  -1.184  -1.724  -0.628
H  2.322  0.432  -0.385

SMILES: C=C=O.N=C=O
Highest occupied orbital energy, eV: -9.65
2S+1: 1
Kohn-Sham gap, eV: 10.059
LUMO energy, eV: 0.41

Löwdin population analysis, charges in e, atoms 1 to 2: number 1, C, carries -0.0016; number 2, C, carries -0.2658

Verdict on stability: model w comes out on top.